The following is a quantum chemistry calculation of an isolated molecule of CH3ClN2O in a non-equilibrium geometry, from OMol25.

Output
SMILES = O=CNNCl
Highest occupied orbital energy = -10.16 eV
E_LUMO = 0.5 eV
Frontier orbital gap = 10.67 eV
Multiplicity = 1

Last column: Mulliken charge in e.
CARTESIAN COORDINATES (ANGSTROEM)
C: 1.094 0.176 -0.308  0.1038
N: 0.128 -0.662 0.023  -0.1093
N: -1.215 0.060 0.636  -0.3041
O: 1.091 1.375 -0.386  -0.5571
Cl: -2.545 -0.017 -0.450  -0.0309
H: 1.929 -0.419 -0.527  0.3585
H: 0.286 -1.532 0.343  0.2146
H: -0.768 1.018 0.669  0.3244

Force components x, y, z for each atom (eV/Å):
C 0.48 0.08 -0.09
N -5.67 4.95 0.15
N 3.92 -1.11 -0.25
O -0.62 0.85 0.10
Cl 0.56 0.26 -0.15
H 2.07 -0.82 -0.55
H 0.47 -3.42 1.33
H -1.20 -0.80 -0.54